(1)
Formula: C49H51CeN5P2
Source: the OMol25 dataset
Level of theory: ωB97M-V with the def2-TZVPD basis set

ORCA input file:
```
! RIJCOSX wB97M-V def2-TZVPD def2/J DEFGRID3
* xyz 2 1
N 1.4696 0.2228 -3.0241
H 0.2459 3.2897 -3.6015
C 4.9208 -3.6907 0.4154
C -2.6864 -3.0833 1.9354
H 1.3067 -2.8387 1.4637
C 2.6305 -0.6760 -2.9835
H -1.7753 -3.4586 2.3823
H -3.9839 -0.2529 0.5957
H -2.2937 -1.2188 6.4706
C 4.5525 0.0827 2.8245
H 0.3157 -3.7956 -2.6832
C 1.0133 2.9824 3.0576
C -1.5138 -1.0819 5.7355
H 1.2656 -0.6025 3.1019
C 2.2377 -2.1344 -2.6875
P 2.6615 -0.3246 0.8687
H -6.4712 2.0740 0.5453
C 0.4857 -0.7425 3.8439
C -0.6850 3.6521 -4.0190
C 2.7336 -4.4033 1.0967
C -0.2019 -0.8866 6.1386
C 5.0474 1.1964 0.7533
H -2.8586 -1.2296 4.0805
C -0.6964 4.4381 -5.1547
C -3.4394 3.2401 -0.3930
H 1.0784 -0.1956 -5.0748
C -4.0835 1.3610 -1.7403
C -4.6279 3.1415 0.3113
C -0.8293 -0.9262 3.4360
H -1.6826 -2.2997 -0.9776
C 4.5142 -2.3753 0.4683
C -3.7821 -3.9136 1.7919
C -5.5455 2.1533 -0.0078
C -5.2769 1.2707 -1.0415
C 0.5370 0.0170 -4.1433
H 6.0313 0.2398 4.3551
C -3.1576 2.3507 -1.4252
P -1.2548 -0.7212 1.6680
H 3.1988 -0.6621 -3.9249
H 1.7571 -2.5070 -0.7599
H 1.8237 1.1758 -3.1202
H 4.3645 -5.7366 0.6947
C 0.1435 -3.1711 -1.8005
H 5.2051 -1.5835 0.2166
H 3.8785 -0.5155 3.4242
Ce 0.3795 0.2639 -0.6223
C 5.7605 0.5057 3.3438
N -0.8356 1.8243 -1.7764
H 5.9358 -3.9200 0.1282
C -1.8309 -1.0946 4.3898
C 2.3733 2.9747 0.9072
C 6.6249 1.2581 2.5626
N 0.2524 1.8901 1.1835
N -0.9873 -1.0986 -2.5215
H -0.0061 -2.0796 -4.0805
H -3.7306 -4.9365 2.1299
H 3.2002 3.5529 1.2760
H -0.0270 0.9454 -4.2698
C -1.8966 4.9171 -5.6571
H 1.6571 3.5304 3.7149
C -4.9487 -3.4316 1.2195
H -2.6215 1.0973 2.7126
N 1.2464 -2.2200 -1.5988
H -4.0175 4.9868 -5.4018
C 3.2100 -2.0442 0.8447
H -2.3724 1.3726 0.9530
H -3.8861 0.6735 -2.5540
C -1.8452 2.4535 -2.1609
C -1.9067 1.0339 1.8869
C -3.0749 3.8216 -3.8748
H -1.2840 -1.0175 -4.6337
H -4.8468 3.8423 1.1051
H 2.0451 -5.1946 1.3567
H 7.5773 1.5744 2.9605
H 0.0669 -3.8492 -0.9453
H 0.2276 4.6868 -5.6556
H -6.0037 0.5159 -1.3084
H 3.2822 -0.3220 -2.1722
H 1.8201 -0.5809 5.5057
H 4.7705 1.4625 -0.2602
C -1.8745 3.3299 -3.3657
H -5.9214 -1.7381 0.3396
C -5.0156 -2.1173 0.7881
C 4.1925 0.4106 1.5186
H 2.3674 2.6813 -0.1393
H -5.8023 -4.0804 1.1050
H 1.8476 -2.5940 -3.5974
H 3.1604 -2.6740 -2.4344
H -2.7217 4.0122 -0.1479
C 4.0345 -4.7117 0.7303
C -0.6728 1.8354 2.1319
C 1.3226 2.6328 1.6919
C -0.4773 -1.1170 -3.8984
H 6.9377 2.1928 0.6630
H -1.8591 -0.5673 -2.5071
H -1.8826 -3.0429 -2.5855
C 6.2626 1.6085 1.2726
C 0.7968 -0.7247 5.1929
C 2.3195 -3.0843 1.1497
C -1.2096 -2.4328 -1.9610
C -0.2366 2.4978 3.3168
C -3.9243 -1.2783 0.9347
H -1.9055 5.5304 -6.5459
H -4.0089 3.5925 -3.3820
C -2.7571 -1.7506 1.5262
H -0.8009 2.5827 4.2256
C -3.0834 4.6086 -5.0128
H 0.0349 -0.8538 7.1919
*
```

Output
DFT total energy   -3328.922728 hartree
HOMO-LUMO gap (spin up / spin down)   5.9 / 5.6 eV
E_HOMO (spin up / spin down)   -12.2 / -12.2 eV

Löwdin population analysis, charges in e, atoms 1 to 6:
1. N -0.152
2. H 0.097
3. C -0.054
4. C -0.101
5. H 0.093
6. C -0.185

(2)
Formula: C49H52CsN7O5P2Te
Source: the OMol25 dataset
Level of theory: ωB97M-V with the def2-TZVPD basis set

ORCA input file:
```
! RIJCOSX wB97M-V def2-TZVPD def2/J DEFGRID3
* xyz -2 1
C -2.8360 5.3426 -1.2484
Te -0.1522 3.1034 4.2286
H 5.1910 1.1249 4.6311
C 2.3716 -0.1400 -3.4744
H -1.6509 3.0415 -4.8364
H -0.6870 1.5084 -6.5585
C 4.3684 0.4178 4.7263
H 1.1922 0.0161 -5.8946
C -3.2585 2.4021 -2.4374
H 6.4079 -4.7938 -2.9964
H -2.8561 5.4428 -2.3283
C -3.0758 6.3648 0.9185
N 0.6950 1.5505 -2.9507
C 0.8154 -0.6243 5.6069
C -4.4170 3.1106 -2.7397
C -0.8792 -2.3573 4.9641
H 4.1182 -5.7481 -2.8458
C -3.1212 6.4543 -0.4682
H 3.0341 -0.2273 -4.3421
O -1.0745 0.0956 3.0556
O -2.0998 0.6492 5.2571
H -2.3354 -2.7510 -4.1898
C 4.5766 -1.9362 -3.0649
P 2.9030 -2.2996 3.8504
H -3.3698 7.3972 -0.9442
H 2.9483 -2.2586 -0.1107
C -0.2994 1.5232 -5.5459
C -3.1264 0.6588 7.3971
C -5.3888 2.5834 -3.5891
C -5.2197 1.3333 -4.1590
C 3.8901 -2.4582 0.4197
C -2.4552 4.0484 0.7179
C -4.5026 1.3683 1.4236
Cs -0.3190 -0.0795 0.4152
H -2.6515 5.0666 2.5849
H -1.6426 -4.1274 3.9058
H -3.7917 -0.1578 7.1115
C 5.6926 -2.7669 -3.0621
H -3.9268 -0.3836 -4.2762
C 5.5413 -4.1428 -2.9925
H 2.9069 0.3475 -2.6577
H -2.2551 0.5429 -2.7162
C 0.4111 -3.0332 -6.1439
C -0.8538 3.3155 -2.2868
H 4.2723 -5.1106 0.0112
C 3.1527 -3.8390 -2.9109
H -0.5835 -1.9532 -2.5829
N 3.1651 -4.8278 3.0993
C 2.7498 0.9218 1.5680
N 0.4083 -3.6023 3.6112
C -2.7547 1.4951 6.1907
H 4.7602 -0.5578 5.0010
H -4.5928 4.0793 -2.2927
O 1.5018 -1.5613 -1.6888
C 1.3625 -2.5766 -5.2422
H 3.6081 -6.7039 2.1787
H -2.2324 0.2278 7.8510
H 0.7123 -3.3422 -7.1392
H -3.6455 1.9332 5.7285
H 1.7599 -0.8110 6.1253
C -0.8318 2.3745 -4.5978
H -3.6312 1.2747 8.1444
C -0.8397 -3.4517 4.1519
C -4.0762 0.6021 -3.8499
H -4.9463 2.3608 1.5233
H -3.2893 7.2349 1.5293
O -1.8124 1.8034 -0.6771
H -0.0974 3.4809 -1.5179
H 2.1568 -4.2593 -2.8301
C -2.5188 4.1118 -0.6676
C -1.2946 -2.7061 -4.4907
C 3.2853 -2.4535 -3.0004
C 3.2308 -3.5977 2.6271
H 2.4058 -2.5319 -5.5409
C 0.7426 0.6926 -5.1798
H 3.6924 0.7649 5.5097
H -1.6788 -1.8638 5.4862
C -0.9267 -3.0943 -5.7724
C 1.0009 -2.1758 -3.9585
H -2.0872 2.3170 6.4678
C 2.8920 -0.6918 2.9853
P -1.5753 1.2629 3.8266
H 0.0578 -0.3364 6.3318
O -2.9487 1.8438 3.2069
C 4.2573 -4.6745 -2.9134
H -3.7211 1.4173 0.6594
C -0.3110 2.3607 -3.3040
C 3.9336 -4.8655 1.0030
H -5.9731 0.9232 -4.8222
C -3.9351 0.9010 2.7449
N 0.3798 -1.8255 4.9318
C -3.1248 1.1251 -2.9927
H 6.6849 -2.3322 -3.1126
H -2.1642 3.1093 1.1645
H 4.6545 -2.7617 -0.2900
H -3.4741 -0.0836 2.6424
H -6.2868 3.1569 -3.7933
H -1.6739 -3.4448 -6.4752
H -1.0588 4.2657 -2.7870
H 4.2239 -1.5631 0.9347
N 2.3271 -0.3449 1.8467
C 3.5842 -5.6303 2.0806
C 1.2150 0.7275 -3.8674
H -5.2772 0.6706 1.0938
H 4.0662 2.3040 2.7265
H 4.7256 -0.8655 -3.1146
H 0.9290 0.2021 4.9009
C 3.5833 1.3569 2.5587
N 3.7254 -3.5630 1.3653
C 2.0031 -1.5819 -2.9362
C -0.3354 -2.2575 -3.5922
C 1.1179 -2.6057 4.0884
H 2.4440 1.4526 0.6776
C -2.7315 5.1572 1.5078
H -4.7105 0.8362 3.5165
N 3.6773 0.3339 3.4567
C -2.1267 2.8424 -1.4692
*
```

Output
ΔE to the lowest compared entry with this formula, charge and spin   0.0000 eV
DFT total energy   -3628.972474 hartree
HOMO-LUMO gap   6.2 eV
E_HOMO   -2.6 eV

Löwdin population analysis, charges in e, atoms 1 to 6:
1. C -0.081
2. Te 0.311
3. H 0.084
4. C -0.070
5. H 0.113
6. H 0.098

(3)
Formula: C49H52N6ORuS
Source: the OMol25 dataset
Level of theory: ωB97M-V with the def2-TZVPD basis set

ORCA input file:
```
! RIJCOSX wB97M-V def2-TZVPD def2/J DEFGRID3
* xyz 1 2
H 3.1079 -2.8876 2.7243
H 1.5387 -5.5133 -1.1475
H 3.7849 1.0711 -1.4273
C -5.9363 1.4665 4.0536
H 4.3411 -0.0602 -3.5225
H -1.7639 2.3265 -4.7103
C 3.5853 -0.8016 2.8520
H -1.7499 4.0812 -4.8391
N -2.4362 -0.1533 0.6490
H -5.6432 0.8753 0.2267
H 0.5086 -7.4980 2.4976
C -4.0561 3.1394 -0.3117
N 0.9518 -0.3808 -1.8480
N -4.2182 0.2774 2.8320
H -7.5312 2.3949 5.1358
H -0.1313 -1.1919 -4.8941
C 4.4628 -0.9663 -2.9300
H -0.6072 5.5202 -3.0534
H -4.7092 0.0299 -1.0064
H -1.5655 1.3872 2.4656
C -3.1890 2.0482 -0.3704
H -3.6939 -1.6696 3.4330
H -4.9765 -0.7209 0.5744
H -4.6023 5.0583 -1.0815
C -0.5464 -4.5012 1.3380
C -7.1886 1.5023 4.6323
C 1.0903 -0.3739 1.6196
C -0.4187 -5.5942 2.1829
C -8.0134 0.3801 4.5861
C -1.1917 0.3704 -2.6211
H -0.5939 -4.6511 -2.6333
H 4.5639 -0.0208 -0.2773
H -0.9344 3.4510 -0.0237
H -5.2907 2.3314 4.1197
H -4.4893 2.1397 2.0128
C -1.9568 3.2226 -2.1361
H -2.0886 -2.0079 1.6036
H -1.3133 -3.0379 -2.8687
C -5.4901 0.3085 3.4146
H 2.4432 2.9468 3.4293
H -2.7270 5.1464 -2.6723
H -0.3343 5.4116 1.3003
C -1.0842 -3.8132 -2.1435
S 0.0706 -3.1061 -0.9753
C -2.4603 1.9814 2.6713
C 0.4047 -6.6531 1.8321
H -1.1700 -3.6617 1.6043
C -9.3079 0.4143 5.2039
H -2.3602 -0.6431 -0.2405
H 2.8298 0.2810 -0.1759
C 1.1049 -6.6295 0.6333
H -0.9611 -5.6160 3.1175
C -3.4941 0.8815 0.5724
C -2.1715 2.0864 -1.3322
C 0.1533 -4.4920 0.1443
H 0.8825 4.6846 -3.4706
H -5.9958 -1.6961 2.8384
C 1.7161 3.1045 2.6479
C -3.9054 4.2344 -1.1433
C 3.6599 0.1457 -0.8630
C -2.8526 4.2782 -2.0396
H 0.9342 -2.5140 1.6589
H 5.4625 -0.9561 -2.4950
C 1.3520 2.0409 1.8300
C -0.0516 -0.4137 -2.8269
C -0.7540 3.3401 -3.0584
O -0.7580 -2.0249 -0.2748
H -1.9730 -4.1400 -1.6081
H 2.4100 -1.8718 -4.3952
C 2.7780 -1.8779 2.5170
H 4.5523 -0.9660 3.3065
H 3.7749 1.3282 2.8572
C 2.0364 -0.9555 -2.4084
H 2.9530 -2.4264 -0.1984
C 1.1258 4.3391 2.4697
H -2.5940 2.0298 3.7508
C -3.5268 -0.9078 2.6849
Ru -0.1251 0.0630 0.0187
H 1.7503 -7.4533 0.3648
C -1.1618 3.2166 -4.5297
C 0.9865 -5.5425 -0.2168
C 3.6159 -2.3578 -1.0572
C -7.5749 -0.7748 3.9459
N 0.4020 2.1670 0.8752
H -1.9326 0.5061 -3.4073
C 3.1406 0.4862 2.6124
C 3.4238 -1.0316 -1.8052
C -0.1725 3.3642 0.7295
C -6.3240 -0.8078 3.3596
C 0.1653 4.4719 1.4832
C -2.6713 -1.1060 1.6829
H 1.3972 5.1744 3.1010
H 4.6435 -2.4311 -0.6998
C 0.4169 -1.0543 -3.9770
H -0.2785 3.1641 -5.1660
H 4.3979 -1.8243 -3.5965
H -0.0596 2.5301 -2.8226
C 0.0051 4.6490 -2.8257
H -4.8772 3.1404 0.3897
C 1.7257 -1.4009 -3.7124
H -2.2951 2.9931 2.3011
C 1.8955 0.6977 2.0287
C 1.5525 -1.6617 1.8973
N -1.2739 1.0099 -1.4910
C -4.7878 0.2217 0.0649
H -8.2231 -1.6382 3.8940
H 3.4211 -3.2051 -1.7175
C -3.7099 1.3823 2.0335
H 0.3447 4.7311 -1.7926
N -10.3418 0.4398 5.6998
*
```

Output
ΔE to the lowest compared entry with this formula, charge and spin   0.4564 eV
DFT total energy   -2795.023604 hartree
⟨S²⟩   0.766
HOMO-LUMO gap (spin up / spin down)   7.1 / 6.3 eV
E_HOMO (spin up / spin down)   -10.0 / -10.0 eV

Löwdin population analysis, charges in e, atoms 1 to 6:
1. H 0.112
2. H 0.116
3. H 0.095
4. C 0.000
5. H 0.095
6. H 0.067

(4)
Formula: C49H53BrN9O5P2SSe2V
Source: the OMol25 dataset
Level of theory: ωB97M-V with the def2-TZVPD basis set

ORCA input file:
```
! RIJCOSX wB97M-V def2-TZVPD def2/J DEFGRID3
* xyz 1 2
S 1.9359 -1.1098 -2.0467
C 1.4152 -3.1826 3.8220
C -3.9979 -1.4910 2.9219
C 1.0976 0.2891 2.7651
H 0.9734 0.2922 -5.3779
H -0.1276 1.6969 -4.1015
C -3.7283 -0.8205 -3.0034
N 0.8717 3.8942 -1.3306
H -3.7820 2.7706 -2.6067
C 1.2144 2.6283 -1.6083
H 2.2907 -2.2285 7.8000
H 4.6314 -0.7679 -3.6842
C -2.7742 -1.4497 2.2800
N 2.7504 -0.4155 -4.5229
Se 2.9996 2.4996 2.6412
C -0.5245 3.6045 0.7325
H 3.3481 2.7690 -1.3970
C 1.5607 -0.8950 6.2948
P 0.7881 0.9765 4.4580
O -1.4348 0.1702 -0.4688
O 0.8659 -1.6918 -4.3874
N 0.3399 1.6537 -1.5484
H 2.5537 4.7583 -2.2272
N -1.3546 -0.9515 -2.7073
H -3.2628 -3.7583 5.3273
N 1.9170 1.1393 2.0259
C -0.9101 1.6300 4.2252
H -0.6155 2.5208 0.6928
C 3.2277 -3.1897 -5.3344
C 3.1872 -3.7171 -2.9678
C -3.6838 -1.7901 -4.0023
C 2.6333 -5.1046 2.2284
H 3.7853 -5.5913 3.9671
V 0.1272 -0.4299 -1.1171
H -4.4402 3.2172 4.1333
H 0.9406 -2.4344 4.4362
H -0.3638 3.2348 -6.0605
H 2.7522 1.2930 -2.1533
H 0.3472 3.8503 1.3416
H -0.4375 5.2939 -0.5765
Br -2.5147 5.1465 -6.8323
C -1.1412 3.1613 -5.3133
C -2.9786 2.0682 3.0644
C -2.6534 2.9229 5.2838
C 2.4012 -3.9988 4.3503
C 2.6091 2.3610 -2.0851
O -3.4806 1.0358 -0.7580
H 2.4251 -4.4889 -3.0840
C -1.8921 -3.0652 3.8410
H 0.0414 -3.1545 8.3019
C -0.8169 -0.9119 5.9113
C 0.1601 -2.3854 7.5499
O -4.7672 -2.2383 -4.6370
H -4.1752 4.3972 -4.4673
H 3.2230 -2.3727 -6.0545
H -2.3798 -3.1497 -5.0497
H 3.0987 -5.8587 1.6082
C -0.3943 4.2099 -0.6629
H -1.9374 -2.2722 7.1268
C -0.9520 -1.8957 6.8813
H 4.3899 0.8524 -4.3598
H 2.4221 -3.8880 -5.5877
N 1.8666 0.8698 0.7475
N -1.9464 2.1711 -3.2917
C -2.5455 0.3640 -1.1196
H 3.1910 6.2222 -0.3614
C -1.0163 2.3027 -4.2340
Se -0.5642 -2.7635 -0.2784
C -1.3862 2.3672 5.3131
C -2.2930 3.9273 -5.3995
H -3.0150 3.4755 6.1411
C 1.6478 -4.2909 1.6931
H -3.5843 1.9542 2.1728
H -4.8157 -0.8865 2.5530
C -2.5578 -0.4594 -2.3799
C -1.3318 -1.9029 -3.6594
H 3.0686 4.5579 0.2237
H 3.0988 -3.2843 -1.9746
H -5.1350 -2.3703 4.5156
H 2.3907 1.3400 -5.5633
C -2.4479 -2.3572 -4.3183
C 1.8085 5.0113 -1.4774
P -0.1985 -2.2184 1.7612
H -2.6490 -0.8201 1.4104
C 4.1876 -0.2106 -4.5034
H 2.7539 2.8017 -3.0739
H -1.4157 3.9941 1.2239
C -3.1236 -3.1033 4.4773
H 1.3465 -4.4012 0.6595
H 2.2236 -0.1256 -6.5550
C 0.4473 -0.4219 5.5940
C -1.7145 -2.2273 2.7457
C -3.0503 2.9054 -3.3969
H 4.1767 -4.1657 -3.0625
C -4.1739 -2.3221 4.0210
C 2.0415 0.3064 -5.5632
C 2.2385 -1.5626 -3.8865
H -1.3651 0.9454 2.2401
C -3.2721 3.8058 -4.4290
C -1.7134 1.4958 3.1019
H -0.7567 2.4953 6.1868
H -1.0807 -3.6899 4.1897
H -5.5680 -1.8175 -4.3036
C 1.0388 -3.3267 2.4908
C 2.5026 5.3966 -0.1772
H -1.6950 -0.5330 5.4037
H -0.5866 2.0119 -1.3552
C 1.4197 -1.8772 7.2610
C -3.4536 2.7728 4.1578
H 4.1822 -3.7103 -5.4043
H -1.2403 3.9034 -1.2872
N 1.0506 -0.1449 0.5821
H 4.6588 -0.5322 -5.4390
H 1.7815 5.7135 0.5759
H 1.2428 5.8657 -1.8538
C 3.0143 -4.9554 3.5528
H 2.5382 -0.4856 6.0643
N 3.0881 -2.6711 -3.9797
C 0.5793 -0.5712 1.7990
C 0.0194 -2.5389 -3.8005
H 2.6767 -3.8850 5.3892
O 0.2731 -3.6076 -3.3291
H -4.6612 -0.3753 -2.6808
*
```

Output
ΔE to the lowest compared entry with this formula, charge and spin   2.7538 eV
DFT total energy   -12169.663359 hartree
⟨S²⟩   0.880
HOMO-LUMO gap (spin up / spin down)   4.6 / 5.4 eV
E_HOMO (spin up / spin down)   -8.9 / -8.9 eV

Löwdin population analysis, charges in e, atoms 1 to 6:
1. S 0.831
2. C -0.079
3. C -0.054
4. C -0.355
5. H 0.069
6. H 0.087